1.
Below is a single C20H38N2O7 molecule, with properties calculated with wB97M-V/def2-TZVPD.

Calculated values
- charge = 0
- ΔE to the lowest compared entry with this formula, charge and spin (eV) = 0.126
- HOMO-LUMO gap (eV) = 9.524
- LUMO energy (eV) = 0.66
- energy (Eh) = -1421.096561
- spin multiplicity = 1
- SMILES = CC(C)(C)OC(=O)N1CCOCCOCCN(C(=O)OC(C)(C)C)CCOCC1

Atoms and positions in Å:
1 C -4.686 -3.148 1.323
2 C -5.105 -2.008 0.393
3 C -5.977 -1.002 1.143
4 C -5.832 -2.559 -0.833
5 O -3.851 -1.397 0.005
6 C -3.841 -0.339 -0.825
7 O -4.812 0.193 -1.314
8 N -2.566 0.058 -1.078
9 C -2.361 1.223 -1.909
10 C -2.260 2.530 -1.119
11 O -1.064 2.551 -0.376
12 C -0.874 3.762 0.316
13 C 0.390 3.683 1.174
14 O 1.556 3.871 0.395
15 C 2.522 2.850 0.480
16 C 2.062 1.538 -0.183
17 N 2.724 0.373 0.373
18 C 3.686 -0.242 -0.363
19 O 4.056 0.169 -1.440
20 O 4.155 -1.343 0.256
21 C 5.220 -2.118 -0.345
22 C 5.470 -3.240 0.665
23 C 6.475 -1.262 -0.512
24 C 4.768 -2.697 -1.685
25 C 2.254 -0.140 1.640
26 C 0.892 -0.835 1.522
27 O -0.111 0.161 1.528
28 C -1.381 -0.259 1.097
29 C -1.440 -0.561 -0.418
30 H -4.032 -3.838 0.796
31 H -5.563 -3.686 1.669
32 H -4.151 -2.751 2.182
33 H -6.263 -0.190 0.480
34 H -5.430 -0.591 1.989
35 H -6.874 -1.495 1.507
36 H -6.114 -1.746 -1.496
37 H -5.185 -3.246 -1.375
38 H -6.728 -3.089 -0.521
39 H -3.220 1.296 -2.579
40 H -1.448 1.085 -2.491
41 H -3.129 2.624 -0.450
42 H -2.279 3.374 -1.825
43 H -1.739 3.959 0.969
44 H -0.777 4.595 -0.395
45 H 0.348 4.488 1.920
46 H 0.400 2.718 1.689
47 H 3.404 3.249 -0.025
48 H 2.782 2.662 1.532
49 H 2.284 1.567 -1.250
50 H 0.985 1.442 -0.042
51 H 5.770 -2.822 1.622
52 H 6.256 -3.896 0.303
53 H 4.562 -3.820 0.810
54 H 6.760 -0.825 0.443
55 H 7.293 -1.878 -0.876
56 H 6.290 -0.462 -1.223
57 H 5.544 -3.343 -2.085
58 H 3.857 -3.277 -1.553
59 H 4.576 -1.894 -2.391
60 H 2.147 0.687 2.346
61 H 2.992 -0.844 2.021
62 H 0.862 -1.426 0.600
63 H 0.741 -1.515 2.375
64 H -1.714 -1.131 1.676
65 H -2.040 0.582 1.318
66 H -0.538 -0.161 -0.883
67 H -1.487 -1.642 -0.588

=====

2.
Below is C20H39Cl2Cu2NO6S as an isolated structure at a distorted geometry, with properties calculated with wB97M-V/def2-TZVPD.

Calculated values
- charge = 0
- ΔE to the lowest compared entry with this formula, charge and spin (eV) = 1.954
- HOMO-LUMO gap (eV) = 1.855
- LUMO energy (eV) = -3.85
- energy (Eh) = -5890.588841
- spin multiplicity = 1

Atoms and positions in Å:
1 Cu -19.443 -17.690 11.581
2 Cu -20.180 -16.187 17.261
3 C -22.764 -18.850 5.796
4 C -21.434 -19.141 5.053
5 C -21.346 -18.041 3.911
6 C -19.974 -18.147 3.205
7 C -18.878 -17.951 4.236
8 C -18.800 -19.019 5.331
9 N -20.225 -19.032 5.934
10 O -20.238 -20.001 7.034
11 C -17.852 -18.383 6.441
12 C -18.205 -20.260 4.679
13 C -21.706 -20.561 4.390
14 H -23.167 -19.725 6.307
15 H -23.561 -18.401 5.204
16 H -22.602 -18.158 6.622
17 H -21.274 -17.019 4.282
18 H -22.129 -18.235 3.178
19 H -19.873 -17.283 2.548
20 H -19.857 -19.109 2.705
21 H -19.022 -16.929 4.586
22 H -17.957 -17.946 3.654
23 H -16.776 -18.424 6.271
24 H -17.969 -18.758 7.458
25 H -18.030 -17.340 6.700
26 H -17.230 -20.158 4.202
27 H -18.779 -20.511 3.787
28 H -18.219 -21.049 5.431
29 H -22.224 -21.341 4.948
30 H -20.779 -21.016 4.041
31 H -22.395 -20.446 3.554
32 C -17.664 -21.097 15.149
33 O -18.862 -20.423 15.269
34 H -17.193 -21.085 14.166
35 H -16.821 -20.761 15.754
36 H -17.821 -22.131 15.455
37 C -11.005 -26.580 9.117
38 C -10.825 -25.057 9.020
39 C -11.537 -24.492 10.256
40 S -11.192 -25.780 11.641
41 O -12.512 -26.155 12.203
42 O -10.037 -25.286 12.420
43 C -10.632 -27.050 10.542
44 H -10.320 -27.082 8.434
45 H -12.022 -26.829 8.813
46 H -11.311 -24.769 8.089
47 H -9.758 -24.846 9.087
48 H -12.614 -24.528 10.090
49 H -11.194 -23.470 10.418
50 H -11.078 -27.948 10.970
51 H -9.576 -27.317 10.574
52 O -12.844 -24.993 24.343
53 C -12.868 -24.571 23.181
54 O -11.973 -23.626 22.798
55 C -11.960 -23.356 21.360
56 C -13.316 -24.014 20.930
57 C -13.729 -25.030 21.989
58 H -11.099 -23.851 20.911
59 H -12.062 -22.277 21.246
60 H -13.233 -24.358 19.899
61 H -14.103 -23.261 20.954
62 H -13.370 -26.033 21.762
63 H -14.789 -25.151 22.216
64 Cl -20.805 -27.728 20.040
65 C -20.680 -26.509 18.682
66 C -21.906 -25.667 18.608
67 Cl -23.220 -26.551 17.746
68 H -20.502 -27.047 17.750
69 H -19.797 -25.870 18.720
70 H -21.683 -24.789 18.003
71 H -22.348 -25.448 19.580

=====

3.
Below is C20H39Cl3N3O3SiSn as an isolated structure at a distorted geometry, with properties calculated with wB97M-V/def2-TZVPD.

Calculated values
- charge = -1
- HOMO-LUMO gap (eV) = 4.096
- LUMO energy (eV) = 2.79
- energy (Eh) = -3059.945481
- spin multiplicity = 1

Atoms and positions in Å:
1 C -1.489 -2.160 -4.479
2 C -1.114 -2.981 -3.293
3 H -1.649 -2.804 -5.347
4 H -0.713 -1.423 -4.732
5 H -2.408 -1.605 -4.268
6 C -0.564 -4.202 -3.392
7 C -0.288 -4.872 -4.703
8 H -0.335 -4.796 -2.503
9 H 0.065 -4.172 -5.476
10 H -1.174 -5.392 -5.107
11 H 0.486 -5.637 -4.565
12 Sn -0.089 1.009 -0.617
13 Cl -2.496 1.300 -0.694
14 Cl 1.346 2.920 -1.003
15 H 1.146 4.569 3.256
16 H -1.111 6.072 2.545
17 C 1.197 4.418 2.169
18 C -0.813 5.743 1.540
19 N -0.149 4.446 1.598
20 H 1.660 3.457 1.935
21 C -0.821 3.323 1.340
22 O -0.311 2.163 1.455
23 H -1.707 5.668 0.912
24 H -1.851 3.446 0.965
25 H 1.779 5.237 1.738
26 H -0.135 6.493 1.123
27 H 1.930 -1.092 -3.618
28 H 2.641 -3.760 -2.320
29 C 2.825 -0.888 -3.011
30 C 3.377 -3.055 -1.909
31 N 2.815 -1.715 -1.806
32 H 2.845 0.172 -2.731
33 C 2.360 -1.224 -0.649
34 O 1.949 -0.032 -0.547
35 H 3.687 -3.403 -0.917
36 H 2.414 -1.910 0.217
37 H 3.719 -1.154 -3.586
38 H 4.242 -3.020 -2.582
39 O -0.334 -1.297 -1.961
40 C -1.289 -2.253 -1.975
41 C 0.096 -3.583 -0.335
42 C -1.160 -3.106 -0.706
43 H 0.949 -3.341 -0.983
44 C 0.232 -4.303 0.856
45 H -2.324 -1.838 -1.995
46 C -2.272 -3.278 0.126
47 H 1.224 -4.639 1.161
48 C -0.906 -4.595 1.623
49 C -2.150 -4.068 1.272
50 H -3.207 -2.788 -0.166
51 H -0.815 -5.221 2.507
52 H -3.035 -4.266 1.878
53 Si -0.403 3.042 -3.885
54 Cl -0.142 0.955 -3.171
55 C 1.324 3.685 -4.199
56 C -1.296 4.049 -2.600
57 C -1.357 2.861 -5.486
58 H 2.069 2.878 -4.216
59 H 1.626 4.430 -3.446
60 H 1.319 4.180 -5.182
61 H -0.698 2.448 -6.261
62 H -1.713 3.846 -5.830
63 H -2.227 2.195 -5.364
64 H -1.462 3.521 -1.656
65 H -2.284 4.335 -2.991
66 H -0.737 4.974 -2.395
67 N -0.270 -0.449 1.119
68 H -1.014 -0.107 1.733
69 H 0.633 -0.438 1.598
70 H -0.473 -1.396 0.777

=====

4.
Below is a 3-piece molecular cluster, C20H39F13O8PS overall at a distorted geometry, with properties calculated with wB97M-V/def2-TZVPD.

Calculated values
- charge = -1
- HOMO-LUMO gap (eV) = 3.906
- LUMO energy (eV) = 0.05
- energy (Eh) = -3424.762734
- spin multiplicity = 1

Atoms and positions in Å:
1 F -0.835 -2.248 3.217
2 C -1.168 -3.247 2.237
3 F -0.963 -4.537 2.917
4 C -2.755 -3.162 1.963
5 C -3.258 -1.844 1.183
6 C -3.064 -0.450 1.972
7 C -3.243 0.640 0.739
8 O -2.982 1.939 1.344
9 P -3.729 1.738 2.945
10 O -4.076 -0.002 2.923
11 C -0.234 -3.286 0.928
12 F -1.024 -3.444 -0.294
13 F 0.579 -4.501 0.983
14 C 0.669 -1.950 0.672
15 F 0.996 -2.008 -0.756
16 F -0.157 -0.802 0.838
17 C 2.059 -1.985 1.460
18 F 2.936 -2.871 0.697
19 F 1.993 -2.613 2.774
20 S 2.980 -0.377 1.676
21 F 1.795 0.327 2.626
22 F 2.434 0.298 0.245
23 F 4.325 -1.028 0.834
24 F 3.706 -1.003 3.093
25 F 3.909 1.012 1.912
26 H -3.313 -3.364 2.956
27 H -3.011 -4.075 1.276
28 H -2.834 -1.730 0.105
29 H -4.411 -1.973 1.032
30 H -2.042 -0.171 2.421
31 H -4.398 0.603 0.555
32 H -2.556 0.415 -0.169
33 H -3.465 3.182 3.035
34 H -4.941 2.137 2.242
35 H -4.264 1.945 4.295
36 H -2.434 1.635 3.583
37 C -3.771 -4.384 -3.835
38 O -5.124 -3.987 -3.703
39 C -5.539 -3.884 -2.344
40 C -6.523 -2.729 -2.159
41 O -5.917 -1.434 -2.216
42 C -5.471 -0.997 -3.504
43 C -6.604 -0.696 -4.485
44 O -7.166 -1.911 -4.982
45 C -8.542 -1.791 -5.290
46 H -3.647 -5.424 -3.521
47 H -3.491 -4.292 -4.887
48 H -3.115 -3.730 -3.251
49 H -4.680 -3.735 -1.679
50 H -6.029 -4.829 -2.079
51 H -6.943 -2.809 -1.151
52 H -7.366 -2.799 -2.847
53 H -4.745 -1.692 -3.922
54 H -4.935 -0.060 -3.321
55 H -6.211 -0.142 -5.341
56 H -7.363 -0.088 -3.983
57 H -9.098 -1.367 -4.446
58 H -8.934 -2.789 -5.487
59 H -8.678 -1.169 -6.182
60 C 9.167 6.632 0.519
61 O 8.971 5.230 0.569
62 C 9.486 4.643 1.760
63 C 8.601 3.490 2.229
64 O 7.361 3.905 2.809
65 C 6.380 4.435 1.911
66 C 5.779 3.397 0.965
67 O 6.704 3.081 -0.076
68 C 6.574 1.748 -0.536
69 H 10.230 6.863 0.399
70 H 8.617 7.022 -0.340
71 H 8.774 7.112 1.421
72 H 9.566 5.384 2.563
73 H 10.489 4.263 1.530
74 H 9.134 2.967 3.030
75 H 8.439 2.754 1.441
76 H 6.769 5.299 1.374
77 H 5.573 4.805 2.552
78 H 4.882 3.806 0.492
79 H 5.508 2.504 1.534
80 H 6.598 1.040 0.300
81 H 7.419 1.530 -1.189
82 H 5.643 1.632 -1.102

=====

5.
Below is a 3-piece molecular cluster, C20H39IN3 overall at a distorted geometry, with properties calculated with wB97M-V/def2-TZVPD.

Calculated values
- charge = +1
- HOMO-LUMO gap (eV) = 4.670
- LUMO energy (eV) = -4.95
- energy (Eh) = -1246.914037
- spin multiplicity = 1

Atoms and positions in Å:
1 C -1.780 1.198 -1.635
2 C -1.032 0.753 -0.516
3 C 0.457 0.181 -0.621
4 C 1.543 1.235 -1.118
5 C 2.142 1.160 -2.579
6 C 3.212 2.182 -3.021
7 N 3.681 3.194 -2.092
8 I 5.163 4.518 -2.733
9 C 3.166 3.324 -0.726
10 C 2.064 2.348 -0.147
11 H -2.896 0.950 -1.762
12 H -1.214 1.766 -2.447
13 H -1.530 0.760 0.511
14 H 0.438 -0.668 -1.396
15 H 0.783 -0.176 0.419
16 H 1.783 0.335 -3.287
17 H 3.656 2.110 -4.072
18 H 3.564 4.119 -0.021
19 H 1.690 2.445 0.934
20 C 6.953 -1.211 4.406
21 C 6.494 -0.866 2.994
22 N 5.109 -0.410 2.920
23 C 4.591 -0.358 1.558
24 C 5.235 0.633 0.591
25 C 4.759 0.727 3.766
26 C 5.544 2.025 3.574
27 H 6.288 -1.945 4.868
28 H 7.957 -1.641 4.374
29 H 6.998 -0.328 5.048
30 H 6.595 -1.778 2.395
31 H 7.188 -0.132 2.564
32 H 3.510 -0.169 1.589
33 H 4.683 -1.360 1.124
34 H 4.929 1.660 0.798
35 H 4.911 0.411 -0.432
36 H 6.325 0.581 0.605
37 H 4.863 0.421 4.811
38 H 3.690 0.944 3.658
39 H 6.620 1.857 3.491
40 H 5.385 2.678 4.437
41 H 5.207 2.575 2.694
42 C -4.601 -2.470 -2.578
43 C -5.416 -1.891 -1.426
44 N -6.437 -0.938 -1.847
45 C -7.011 -0.179 -0.738
46 C -7.804 -0.951 0.314
47 C -7.395 -1.415 -2.840
48 C -8.222 -2.653 -2.492
49 H -4.150 -1.677 -3.181
50 H -3.793 -3.092 -2.183
51 H -5.207 -3.103 -3.231
52 H -4.709 -1.378 -0.764
53 H -5.845 -2.717 -0.845
54 H -7.643 0.622 -1.138
55 H -6.192 0.342 -0.227
56 H -8.785 -1.249 -0.056
57 H -7.977 -0.312 1.186
58 H -7.276 -1.841 0.666
59 H -6.852 -1.622 -3.768
60 H -8.077 -0.601 -3.107
61 H -7.621 -3.449 -2.046
62 H -8.671 -3.060 -3.403
63 H -9.042 -2.414 -1.815

=====

6.
Below is C20H39N2NdO2P2Si as an isolated structure at a distorted geometry, with properties calculated with wB97M-V/def2-TZVPD.

Calculated values
- charge = 0
- HOMO-LUMO gap (spin up / spin down) (eV) = 6.048 / 6.055
- expectation value of S² = 3.7541
- LUMO energy (spin up / spin down) (eV) = -0.35 / -0.35
- energy (Eh) = -2579.052200
- spin multiplicity = 4

Atoms and positions in Å:
1 C 0.255 -4.241 -2.438
2 C 0.701 -3.057 -1.789
3 N 0.077 -2.624 -0.623
4 C -0.745 -3.487 0.029
5 C -1.044 -4.744 -0.499
6 C -0.577 -5.108 -1.767
7 C 1.787 -2.345 -2.374
8 P 2.660 -0.956 -1.702
9 Nd 0.303 -0.173 -0.020
10 P -1.895 -1.305 1.550
11 C -1.370 -3.093 1.372
12 O -0.657 -2.147 -5.805
13 O 0.274 3.165 -4.163
14 H 0.637 -4.456 -3.441
15 H -1.712 -5.383 0.067
16 H -0.843 -6.072 -2.191
17 C 4.323 -1.709 -1.455
18 C 3.027 0.172 -3.127
19 H -2.284 -3.698 1.522
20 H -0.672 -3.299 2.211
21 H -0.456 -1.233 -6.077
22 H 1.895 -2.487 -3.455
23 C -1.975 -1.148 3.355
24 C -3.667 -1.380 1.115
25 H -1.609 -0.452 -1.215
26 H -0.684 3.327 -4.308
27 H 0.235 2.308 -3.718
28 H -1.544 -2.103 -5.406
29 H 0.841 -0.916 1.811
30 H -2.244 -0.536 -0.836
31 H 4.847 -1.842 -2.411
32 H 4.900 -1.049 -0.791
33 H 4.181 -2.683 -0.974
34 H 3.397 -0.413 -3.983
35 H 2.122 0.726 -3.425
36 H 3.796 0.906 -2.839
37 H -4.249 -1.895 1.891
38 H -4.035 -0.351 1.022
39 H -3.815 -1.881 0.153
40 H -2.845 -1.678 3.761
41 H -1.050 -1.528 3.805
42 H -2.062 -0.079 3.590
43 C 2.908 1.218 0.930
44 Si 1.646 2.325 1.776
45 C 1.512 1.860 3.569
46 C 2.192 4.080 1.565
47 N 0.105 1.998 0.984
48 C -1.050 2.726 1.169
49 C -2.190 2.427 0.353
50 C -3.444 2.962 0.650
51 C -3.581 3.895 1.703
52 C -2.449 4.286 2.449
53 C -1.203 3.711 2.189
54 H 3.865 1.455 1.413
55 H 3.033 1.438 -0.143
56 H 2.780 0.133 1.076
57 H 2.450 2.121 4.076
58 H 0.697 2.392 4.071
59 H 1.342 0.785 3.685
60 H 2.398 4.300 0.512
61 H 1.460 4.810 1.919
62 H 3.120 4.239 2.128
63 H -2.062 1.755 -0.512
64 H -4.314 2.655 0.061
65 H -4.558 4.327 1.922
66 H -2.548 5.036 3.244
67 H -0.333 4.012 2.791

=====

7.
Below is C20H3Cl40FINO2 as an isolated structure at a distorted geometry, with properties calculated with wB97M-V/def2-TZVPD.

Calculated values
- charge = 0
- HOMO-LUMO gap (eV) = 8.617
- LUMO energy (eV) = -0.82
- energy (Eh) = -19774.179466
- spin multiplicity = 1

Atoms and positions in Å:
1 C 5.980 -0.438 -0.338
2 C 4.866 -0.043 -0.276
3 C 3.535 0.165 0.145
4 C 3.333 1.110 1.085
5 C 2.097 1.347 1.539
6 F 1.905 2.270 2.443
7 C 1.094 0.616 1.059
8 C 1.287 -0.330 0.114
9 C 2.507 -0.556 -0.370
10 I 2.788 -2.009 -1.858
11 C -0.038 -0.976 -0.193
12 O -0.297 -1.905 -0.879
13 N -0.985 -0.256 0.576
14 C -0.369 0.670 1.421
15 O -0.859 1.355 2.258
16 H 6.970 -0.792 -0.348
17 H 4.165 1.667 1.479
18 H -1.508 -0.975 1.069
19 C 1.829 -4.987 -5.082
20 Cl 2.232 -4.179 -6.599
21 Cl 2.165 -6.711 -5.233
22 Cl 2.849 -4.349 -3.775
23 Cl 0.110 -4.742 -4.758
24 C 0.640 -6.135 -0.157
25 Cl 1.537 -4.684 -0.636
26 Cl -0.684 -6.422 -1.289
27 Cl 1.729 -7.532 -0.160
28 Cl -0.016 -5.909 1.466
29 C 3.270 7.381 0.127
30 Cl 3.757 7.621 -1.555
31 Cl 3.378 5.662 0.530
32 Cl 4.343 8.299 1.188
33 Cl 1.607 7.938 0.350
34 C 0.763 -7.608 5.326
35 Cl 1.539 -7.832 3.761
36 Cl 1.989 -7.365 6.574
37 Cl -0.280 -6.165 5.253
38 Cl -0.188 -9.039 5.727
39 C -5.488 2.670 -2.976
40 Cl -5.774 1.267 -1.940
41 Cl -6.854 2.873 -4.076
42 Cl -5.303 4.111 -1.979
43 Cl -4.005 2.438 -3.914
44 C -3.697 -8.015 2.680
45 Cl -3.594 -7.135 1.151
46 Cl -3.504 -9.746 2.377
47 Cl -2.417 -7.461 3.767
48 Cl -5.272 -7.719 3.426
49 C -4.364 -2.046 -4.623
50 Cl -5.409 -2.338 -3.229
51 Cl -2.884 -3.006 -4.467
52 Cl -5.208 -2.543 -6.095
53 Cl -3.989 -0.318 -4.750
54 C -2.003 9.362 2.302
55 Cl -3.755 9.188 2.183
56 Cl -1.564 11.068 2.153
57 Cl -1.453 8.747 3.864
58 Cl -1.230 8.439 1.006
59 C 8.351 2.924 -1.879
60 Cl 8.229 3.230 -3.614
61 Cl 7.589 4.248 -0.991
62 Cl 7.523 1.407 -1.483
63 Cl 10.054 2.808 -1.418
64 C -6.605 6.273 2.509
65 Cl -8.140 5.403 2.608
66 Cl -5.786 6.207 4.073
67 Cl -5.580 5.541 1.276
68 Cl -6.903 7.960 2.074